Here is the ion C5H10ClN4 with charge +1 from OMol25. Energies are from wB97M-V/def2-TZVPD.

The geometry in XYZ format:
```
20
Properties=species:S:1:pos:R:3:forces:R:3:lowdin_charge:R:1
Cl -3.116195 0.849953 -0.261176 -0.011 -0.909 0.463 0.620
N 2.012819 -0.550768 -0.287010 2.083 -2.615 0.835 0.189
N 1.721412 1.950840 0.340137 2.586 2.284 0.097 0.015
N -0.289047 -0.494007 1.312192 -1.773 -0.129 -0.546 0.136
N 0.775333 1.372821 -0.410082 -1.337 -2.354 -2.225 -0.042
C 0.876019 -0.010792 -0.571716 -1.252 1.531 -1.025 -0.360
C -1.572111 -0.561069 1.362494 3.585 0.632 1.925 -0.216
C -1.394362 -0.796164 -1.188449 3.208 -0.458 0.441 -0.125
C -2.172250 -0.749479 0.068823 -2.967 0.391 -0.004 -0.551
C -0.094584 -0.637351 -1.527348 -0.890 1.373 3.615 0.025
H 1.372701 2.242576 1.232842 -0.123 0.378 0.332 0.099
H 0.140106 -0.310363 2.181067 0.608 -0.010 1.491 0.074
H -1.949673 -0.960506 -2.015743 -2.267 -0.900 -2.328 0.076
H -2.914453 -1.576381 0.306207 0.430 0.852 -1.505 0.152
H 0.108507 1.895230 -1.015884 0.615 -0.646 0.936 0.184
H 0.370167 -0.590919 -2.475368 -0.373 -0.470 -1.327 0.118
H 2.315407 2.708965 -0.116961 -1.339 -1.455 0.675 0.155
H 2.282801 -1.558840 -0.055909 -1.313 1.990 -0.977 0.195
H 2.696784 0.108670 0.003329 0.686 0.583 0.665 0.098
H -2.078877 -0.496604 2.369679 -0.157 -0.071 -1.537 0.159
```
Forces are in eV/Å.

## Properties
Total charge: +1
Highest occupied orbital energy, eV: -13.87
SMILES string: [H]/N=C/[C@@H](Cl)/C=C\C(N)=[NH+]\N
Kohn-Sham gap, eV: 10.465
ΔE to the lowest compared entry with this formula, charge and spin, kcal per mole: 74.5
LUMO energy, eV: -3.409

Here is an isolated molecule of C5H10ClNO from OMol25. Energies are from wB97M-V/def2-TZVPD.

The geometry in XYZ format:
```
18
Properties=species:S:1:pos:R:3:forces:R:3:lowdin_charge:R:1
Cl -2.638738 0.886268 0.097736 -0.431 -0.558 0.394 0.557
O 1.203096 -0.391743 0.248086 0.318 -1.681 0.898 -0.131
N -0.978901 -0.879725 -1.129263 0.073 -2.790 0.599 -0.121
C -1.211856 0.441981 -0.810148 3.309 2.906 -0.515 -0.654
C 1.342847 2.033017 -0.104050 1.571 -0.376 -2.015 -0.086
C 0.687261 0.831589 0.459113 -3.103 -0.013 -1.099 -0.281
C -0.806099 -1.842743 0.005608 2.437 0.962 -0.483 -0.150
C 0.368559 -1.375149 1.009607 -1.392 1.226 -2.908 -0.081
H 1.636128 1.927420 -1.195435 -0.878 -0.214 0.933 0.100
H 0.669482 2.854979 -0.027615 -0.470 0.673 0.104 0.064
H -0.236701 -1.205334 -1.760891 -0.642 1.698 -0.141 0.129
H 0.935518 -2.228859 1.318314 0.588 -0.075 0.341 0.106
H -1.706365 -1.907410 0.529054 -1.462 -0.339 0.913 0.068
H -1.218161 1.187680 -1.705986 0.458 -1.694 1.488 0.095
H -0.085202 -0.765788 1.774643 0.056 -0.524 0.805 0.088
H 0.235967 0.911106 1.460568 0.176 0.509 -0.383 0.104
H 2.329638 2.344050 0.265787 -0.240 -0.288 0.829 0.076
H -0.526471 -2.821336 -0.435136 -0.367 0.576 0.241 0.118
```
Forces are in eV/Å.

## Properties
Highest occupied orbital energy, eV: -6.86
Kohn-Sham gap, eV: 7.810
ΔE to the lowest compared entry with this formula, charge and spin, kcal per mole: 88.0
LUMO energy, eV: 0.950

Here is a structure of composition C5H10CoO3 from OMol25. Energies are from wB97M-V/def2-TZVPD.

The geometry in XYZ format:
```
19
Properties=species:S:1:pos:R:3:forces:R:3:lowdin_charge:R:1
Co 0.611139 -0.776904 -1.158862 -1.369 -0.698 -2.068 0.676
O -1.333245 -0.899123 -1.317412 0.651 0.317 0.429 -0.382
O 1.869203 -0.839176 0.360482 3.392 3.532 2.953 -0.194
O 0.167746 1.100532 -0.282538 0.946 -0.044 0.362 -0.264
C -1.906353 0.352533 -1.173425 -0.124 0.146 -0.194 -0.377
C 0.990055 1.303870 0.861277 0.512 0.973 0.420 -0.182
C 2.201460 0.372779 0.818997 -0.125 -1.003 -1.384 -0.287
C -1.237704 1.131492 -0.048056 -1.041 0.148 0.464 -0.197
C 3.602994 1.209153 -0.127231 0.239 -0.155 -1.482 0.004
H 0.421098 1.103607 1.784129 0.158 -0.039 -0.262 0.136
H 3.326399 0.906408 1.377221 -2.857 -2.087 -0.566 0.225
H 1.315947 2.357548 0.878297 -0.115 -0.243 0.115 0.132
H 3.826581 2.245988 0.162327 -0.042 -0.472 0.475 0.078
H -1.590056 2.175015 0.005337 0.155 -0.218 -0.035 0.130
H -2.988720 0.302908 -0.933371 0.286 -0.037 -0.018 0.116
H 3.195978 1.273085 -1.148394 -0.438 -0.334 0.443 0.066
H -1.829228 0.960128 -2.102863 0.015 -0.175 0.214 0.111
H 4.464729 0.529419 -0.179442 -0.315 0.304 0.383 0.080
H -1.444177 0.635052 0.916054 0.072 0.085 -0.252 0.128
```
Forces are in eV/Å.

## Properties
Highest occupied orbital energy (alpha / beta), eV: -4.62 / -8.49
Kohn-Sham gap (alpha / beta), eV: 4.825 / 5.768
Multiplicity: 6
LUMO energy (alpha / beta), eV: 0.204 / -2.721

Here is a structure of composition C5H10EuO3 from OMol25. Energies are from wB97M-V/def2-TZVPD.

The geometry in XYZ format:
```
19
Properties=species:S:1:pos:R:3:forces:R:3:lowdin_charge:R:1
Eu -0.648853 0.003219 4.754113 0.027 0.213 -0.602 1.169
O 0.900241 -0.828510 -4.197940 0.171 0.257 0.813 0.073
O 1.564959 -0.393613 -0.728109 -0.105 0.268 0.632 -0.149
O -0.712294 0.688368 2.079527 0.519 -1.035 1.622 -0.457
C 0.055480 -0.298539 1.398225 0.974 1.724 -4.035 -0.167
C -1.999268 0.986690 1.553118 -0.238 0.578 -0.461 -0.099
C 1.058046 -1.109106 -1.823603 -0.283 -0.649 -0.234 -0.174
C 0.663764 0.439568 -0.057037 -0.627 -0.732 1.943 -0.140
C 1.254036 -0.376902 -3.136278 -0.053 0.020 -0.808 -0.221
H 1.204537 1.326654 0.295228 -0.143 -0.176 -0.104 0.124
H 1.772487 0.607464 -3.063105 -0.095 -0.180 0.032 0.138
H 1.605220 -2.062324 -1.887655 -0.149 0.267 0.008 0.147
H -1.904281 1.973859 1.086312 -0.419 -0.196 0.036 0.105
H 1.002454 -0.505401 1.913712 -0.654 -0.310 0.284 0.101
H -2.724634 1.026011 2.379506 0.156 0.027 -0.289 0.072
H -0.175225 0.752559 -0.696052 0.095 -0.140 0.210 0.120
H -2.342037 0.262351 0.802368 0.203 0.039 0.268 0.105
H -0.011831 -1.355126 -1.711993 0.236 0.057 -0.020 0.138
H -0.562801 -1.137222 1.039661 0.387 -0.032 0.706 0.117
```
Forces are in eV/Å.

## Properties
Total charge: +1
Highest occupied orbital energy (alpha / beta), eV: -9.99 / -12.12
Kohn-Sham gap (alpha / beta), eV: 6.516 / 7.777
Multiplicity: 9
ΔE to the lowest compared entry with this formula, charge and spin, kcal per mole: 0.0
LUMO energy (alpha / beta), eV: -3.470 / -4.343

Here is a structure of composition C5H10EuOP from OMol25. Energies are from wB97M-V/def2-TZVPD.

The geometry in XYZ format:
```
18
Properties=species:S:1:pos:R:3:forces:R:3:lowdin_charge:R:1
Eu 0.883492 1.780989 2.217938 -0.668 -0.582 0.486 0.855
P 2.746473 1.985308 -0.009500 1.375 0.053 -1.632 0.547
O -1.297329 1.799830 1.220436 -0.804 0.692 0.137 -0.286
C -0.424203 -0.390435 -0.561838 0.690 -1.375 1.114 -0.276
C -0.699030 -2.547095 0.277577 -0.376 0.623 -0.243 -0.203
C -1.754277 -2.271498 -0.642810 0.788 0.394 0.298 -0.185
C 0.134664 -1.405146 0.366518 -0.898 1.239 -1.137 -0.241
C -1.568667 -0.960556 -1.169095 0.093 -0.218 0.541 -0.214
H 2.345182 2.283297 -1.359131 0.091 -0.147 0.659 -0.116
H 0.054886 0.558893 -0.815375 -0.161 -0.211 -0.073 0.021
H -2.560301 -2.953786 -0.907247 0.242 0.170 0.043 0.068
H -0.558985 -3.477190 0.827204 -0.071 0.264 -0.136 0.068
H 3.606543 0.879726 -0.343596 -0.415 0.435 0.168 -0.116
H 1.058677 -1.290970 0.943280 -0.154 -0.204 -0.210 0.017
H 3.794731 2.967865 0.050426 -0.476 -0.395 0.047 -0.138
H -1.753810 0.974877 0.954559 0.409 -0.129 -0.431 0.058
H -2.190829 -0.483226 -1.925976 0.164 -0.136 0.186 0.066
H -1.817217 2.549118 0.876630 0.171 -0.471 0.184 0.075
```
Forces are in eV/Å.

## Properties
Highest occupied orbital energy (alpha / beta), eV: -5.47 / -6.09
Kohn-Sham gap (alpha / beta), eV: 5.006 / 5.378
Multiplicity: 7
ΔE to the lowest compared entry with this formula, charge and spin, kcal per mole: 0.1
LUMO energy (alpha / beta), eV: -0.460 / -0.708

Here is a cluster of 2 separate species, C5H10F3OPS2 in total from OMol25. Energies are from wB97M-V/def2-TZVPD.

The geometry in XYZ format:
```
22
Properties=species:S:1:pos:R:3:forces:R:3:lowdin_charge:R:1
S -2.579743 0.229164 -1.473825 -0.163 -0.613 0.551 0.523
S -0.017008 1.285454 0.628368 0.086 -0.317 -0.190 0.548
P -1.004099 -0.519024 -0.122287 -1.180 2.484 0.017 0.304
F -0.452826 -3.133512 3.758324 -0.821 0.512 -0.443 0.099
F -0.503636 -1.008836 4.046508 0.881 1.335 -0.577 0.144
F -2.154511 -2.113854 4.662673 -1.273 -0.575 0.151 0.154
O 0.043430 -1.209931 -0.839641 1.532 -1.930 -1.232 -0.503
C 2.287128 0.164819 1.848681 -1.842 1.532 2.482 -0.192
C -1.874213 0.183293 -3.175501 2.581 0.512 2.574 -0.545
C -1.238155 -2.030094 3.744857 1.225 -1.242 0.813 -0.410
C 1.766803 0.851640 0.556555 1.562 -0.593 -0.537 -0.615
C -0.626941 1.137534 -3.242193 0.113 -2.564 -1.796 -0.164
H 1.806057 0.809543 2.732969 0.988 -1.549 -1.597 0.093
H 2.045393 -0.915733 2.089919 -0.020 1.276 -0.904 0.081
H -0.639162 1.954503 -2.584123 -0.432 1.126 0.767 0.031
H -0.775382 1.410790 -4.283187 0.953 0.876 -0.158 0.061
H -2.564976 0.699337 -3.766368 -1.651 0.117 -0.766 0.032
H 3.345545 0.312969 1.995178 0.472 -0.086 -0.313 0.045
H 2.300627 1.844757 0.387799 -0.843 -1.066 0.557 0.082
H 0.363089 0.639880 -3.145369 -0.810 0.066 0.028 0.080
H -1.649384 -0.830760 -3.495552 -0.185 0.107 -0.069 0.073
H 2.121963 0.238062 -0.323785 -1.172 0.590 0.642 0.079
```
Forces are in eV/Å.

## Properties
Highest occupied orbital energy (alpha / beta), eV: -8.65 / -9.07
Kohn-Sham gap (alpha / beta), eV: 7.465 / 6.800
ΔE to the lowest compared entry with this formula, charge and spin, kcal per mole: 45.6
LUMO energy (alpha / beta), eV: -1.188 / -2.273

Here is a structure of composition C5H10FN from OMol25. Energies are from wB97M-V/def2-TZVPD.

The geometry in XYZ format:
```
17
Properties=species:S:1:pos:R:3:forces:R:3:lowdin_charge:R:1
F -3.715221 -0.186517 -0.051541 1.724 -0.359 -0.029 -0.134
N 0.040234 -0.046762 -0.453311 1.755 -1.040 0.083 -0.204
C -2.378588 0.343560 -0.227684 -0.800 1.359 1.542 -0.143
C 2.261283 -0.012021 0.037190 2.091 2.269 1.672 -0.157
C 1.164933 -0.997517 -0.272731 -1.085 -3.207 -0.211 -0.256
C 1.024441 0.987594 -0.020576 -2.739 5.297 1.494 -0.218
C -1.129891 -0.519046 0.274919 -0.460 3.434 2.668 -0.196
H -2.505097 1.344564 0.409045 0.893 -1.916 -1.743 0.143
H 1.320224 -1.607189 -1.167111 0.009 -0.231 0.150 0.106
H 2.852615 -0.261716 1.099209 -1.959 1.072 -2.616 0.146
H 0.632786 1.752723 0.965824 1.269 -2.758 -1.977 0.155
H 3.161748 0.369825 -0.668472 -2.447 -1.548 1.089 0.135
H 0.846613 -1.692011 0.606307 1.232 0.916 -1.248 0.132
H 0.885084 1.886408 -0.801158 1.467 -2.092 1.232 0.122
H -0.897444 -0.288834 1.475430 -0.988 -0.871 -2.690 0.165
H -2.268825 0.493838 -1.320039 0.019 0.164 0.746 0.107
H -1.294892 -1.566895 0.114701 0.018 -0.490 -0.162 0.098
```
Forces are in eV/Å.

## Properties
Highest occupied orbital energy, eV: -8.77
Kohn-Sham gap, eV: 9.791
ΔE to the lowest compared entry with this formula, charge and spin, kcal per mole: 93.5
LUMO energy, eV: 1.026

Here is a structure of composition C5H10FN from OMol25. Energies are from wB97M-V/def2-TZVPD.

The geometry in XYZ format:
```
17
Properties=species:S:1:pos:R:3:forces:R:3:lowdin_charge:R:1
F 2.547491 -0.094679 -0.584586 -1.348 0.193 0.805 -0.175
N 1.497974 0.470251 0.307615 -1.617 -1.342 -1.095 0.105
C -0.111311 -0.557661 0.146902 3.628 2.983 -1.343 -0.376
C -0.964644 -0.569117 1.322632 -1.302 0.988 0.163 -0.050
C 0.285229 0.698452 -0.544144 0.454 0.835 -0.652 -0.372
C 0.267403 -1.830877 -0.509501 0.143 -1.102 1.116 -0.059
C -0.309378 2.118302 -0.306846 0.262 -0.967 -1.977 -0.053
H 0.370866 2.771371 -0.883272 -0.402 -0.025 0.438 0.084
H -0.521979 -1.237081 2.048156 -0.631 -0.800 0.163 0.078
H -0.441867 2.506989 0.671168 0.343 -0.149 1.147 0.050
H 0.484812 0.574645 -1.661197 -0.144 0.088 1.576 0.157
H -1.913422 -0.941137 0.719950 1.038 0.617 2.294 0.145
H -1.295802 2.171956 -0.773268 0.004 -0.003 -0.170 0.073
H 1.083711 -2.257496 0.120205 -0.695 -0.191 -0.377 0.104
H 0.704891 -1.746756 -1.493814 -0.256 0.264 -0.267 0.075
H -1.065594 0.428523 1.917423 -0.186 -1.594 -1.668 0.120
H -0.618381 -2.505690 -0.497417 0.708 0.204 -0.153 0.096
```
Forces are in eV/Å.

## Properties
Highest occupied orbital energy, eV: -8.75
Kohn-Sham gap, eV: 9.646
ΔE to the lowest compared entry with this formula, charge and spin, kcal per mole: 96.1
LUMO energy, eV: 0.900

| no. | energy (eV) | largest force on an atom (hartree/bohr) |
| --- | --- | --- |
| 1 | -23820.93330 | 0.080 |
| 2 | -21403.71939 | 0.086 |
| 3 | -49108.44848 | 0.111 |
| 4 | -30808.00782 | 0.087 |
| 5 | -36005.00929 | 0.042 |
| 6 | -46503.66954 | 0.072 |
| 7 | -9550.56491 | 0.120 |
| 8 | -9550.44950 | 0.095 |